[1]
{"formula": "C4H8OS", "method": "ωB97M-V/def2-TZVPD", "symbols": ["C", "C", "C", "C", "H", "H", "H", "H", "H", "H", "H", "H", "O", "S"], "positions_angstrom": [[1.94175, -0.29080, -0.09447], [-0.26778, 0.28219, 0.26984], [-1.38689, 1.21206, -0.09944], [-0.80792, -0.93684, -0.11904], [1.72643, -1.04290, -0.79225], [3.06040, 0.15604, -0.16321], [1.98841, -0.55286, 0.99456], [-0.02164, 0.40342, 1.28425], [-1.48488, 1.97152, -0.99876], [-1.75313, 1.66290, 0.79906], [-0.75798, -1.41294, -1.14732], [-0.64457, -1.91440, 0.54156], [0.93659, 0.67409, -0.35530], [-2.52878, -0.21148, -0.11947]], "lowdin_charge": [-0.108, -0.597, -0.381, -0.426, 0.061, 0.134, 0.097, 0.138, 0.139, 0.044, 0.104, 0.134, -0.160, 0.822], "molar_mass_g_mol": 104.17, "homo_energy_ev": -8.6, "e_lumo_ev": 0.86, "spin_multiplicity": 1, "de_lowest_kcal_mol": 68.32, "e_tot_ev": -17157.48748}

---

[2]
{"formula": "C5H11NO2", "method": "ωB97M-V/def2-TZVPD", "symbols": ["C", "O", "C", "C", "C", "C", "O", "N", "H", "H", "H", "H", "H", "H", "H", "H", "H", "H", "H"], "positions_angstrom": [[-2.15276, 0.13078, -0.45087], [-3.13413, 0.78718, -1.09338], [-0.73035, 0.78888, -0.54248], [0.45154, -0.16705, -0.29440], [0.98039, -0.19254, 1.13465], [2.12374, -1.22259, 1.40245], [2.76382, -1.05804, 2.59091], [-0.59135, 1.49968, -1.84265], [-2.29502, -0.05756, 0.65242], [-1.97350, -0.91772, -0.83521], [-0.61482, 1.58840, 0.19932], [0.19707, -1.17351, -0.63175], [1.23475, 0.14121, -1.00112], [1.33928, 0.75985, 1.50774], [0.16835, -0.57254, 1.74838], [2.83189, -1.10601, 0.54994], [1.65734, -2.23078, 1.28136], [-1.35897, 2.17076, -1.82608], [-0.89727, 0.83160, -2.54925]], "lowdin_charge": [-0.529, -0.395, -0.417, -0.226, -0.231, -0.579, -0.435, -0.016, 0.078, 0.072, 0.114, 0.088, 0.087, 0.090, 0.090, 0.063, 0.068, 0.032, 0.044], "molar_mass_g_mol": 117.15, "smiles": "N[C@@H](C[O-])CCC[O-]", "homo_energy_ev": 0.4, "e_lumo_ev": 7.03, "spin_multiplicity": 1, "de_lowest_kcal_mol": 4.45, "e_tot_ev": -10945.04968, "total_charge": -2}

---

[3]
{"formula": "C2H3NO2S", "method": "ωB97M-V/def2-TZVPD", "symbols": ["C", "C", "H", "H", "H", "N", "O", "O", "S"], "positions_angstrom": [[0.62853, -0.37619, 0.13872], [-0.72959, 0.30780, 0.13690], [3.45582, 0.13660, -0.22022], [0.62782, -1.51966, -0.07844], [0.45200, 1.82524, -0.07614], [1.69195, 0.22141, 0.05282], [2.75109, -0.58564, -0.06393], [-0.55554, 1.56706, -0.05458], [-2.08358, -0.58956, -0.04378]], "lowdin_charge": [-0.190, -0.905, 0.154, 0.153, 0.163, -0.075, -0.024, 0.007, 0.717], "molar_mass_g_mol": 105.12, "smiles": "O/N=C/C(O)=S", "homo_energy_ev": -9.1, "e_lumo_ev": -0.35, "spin_multiplicity": 1, "de_lowest_kcal_mol": 75.76, "e_tot_ev": -18540.16734}